1.
# C14H16F18O21S6V

A structure of composition C14H16F18O21S6V (ωB97M-V with the def2-TZVPD basis set, OMol25).

Structure (XYZ):
```
76
Properties=species:S:1:pos:R:3:forces:R:3:lowdin_charge:R:1
C -3.757 -3.237 0.820 0.55 3.00 -3.86 -0.6724
C 0.201 -3.717 1.558 0.59 -1.48 0.42 -0.1784
C 2.383 -3.498 2.582 0.96 0.43 -1.10 -0.1655
C -0.819 3.510 1.686 -0.55 0.10 -1.74 -0.1959
C 3.240 -2.701 -2.054 -1.59 3.01 -0.44 -0.6164
F -4.018 2.270 1.536 -0.74 0.01 -0.29 0.0847
F -0.307 3.093 -5.048 -0.15 0.38 0.51 0.1267
S 3.218 2.318 0.675 1.50 1.51 -4.14 0.6006
F 4.275 -0.136 1.378 -0.43 0.38 0.46 0.1283
O -0.763 2.080 1.560 0.05 0.29 0.95 -0.1985
C -1.194 1.480 2.788 -0.25 0.97 0.74 -0.1524
C -4.433 1.482 0.518 0.96 -1.81 -1.52 -0.5273
F -2.790 -3.487 1.630 1.05 -0.35 2.59 0.1422
O -2.188 -3.127 -1.409 0.61 -1.61 0.93 -0.3300
O 2.347 2.703 -3.296 -1.51 -0.12 -1.75 -0.2934
F 1.163 -1.613 -4.446 0.74 -0.13 -0.53 0.1058
C -0.089 -2.012 -4.455 -0.62 1.29 1.69 -0.5996
H -0.447 -4.450 2.038 -0.19 -0.17 0.48 0.0944
O 3.073 -0.202 -3.325 -0.79 -2.00 0.41 -0.3176
F 3.674 -3.110 -0.881 0.69 -0.99 0.61 0.1143
H 1.654 -5.383 1.771 -0.52 -0.24 0.46 0.0831
F 2.014 -3.232 -2.254 1.14 -0.25 -0.20 0.1080
O -3.658 3.030 -1.629 -0.43 1.34 1.27 -0.3383
O 0.218 -0.290 0.658 -0.46 1.97 -1.22 -0.2305
S 1.166 3.316 -2.726 4.17 0.32 1.74 0.5310
H -0.965 2.392 4.709 0.15 0.14 0.26 0.0906
F -1.224 4.283 -3.429 -0.56 -0.44 -0.08 0.1348
S -3.334 1.724 -1.114 -0.19 -3.13 -3.80 0.5569
H -0.216 -3.708 0.551 -0.10 1.68 0.04 0.1215
O -4.202 -1.775 -1.517 1.31 -2.27 3.09 -0.3815
H -2.447 2.893 4.013 -0.30 -0.07 -0.51 0.0960
F 4.942 1.498 2.594 1.50 0.60 0.55 0.1185
O 3.188 3.611 1.391 0.20 -1.89 0.13 -0.3560
C -0.105 3.952 -4.050 1.06 -0.54 0.92 -0.6336
C 3.909 1.017 1.945 -1.34 0.63 -1.74 -0.6527
S 3.141 -0.749 -1.969 -0.66 3.61 -2.53 0.5141
F -4.084 -4.399 0.265 -1.74 -1.04 0.58 0.0911
O 0.280 -2.557 2.397 -0.30 -0.42 -0.44 -0.1342
O -2.322 -1.053 -0.074 -1.33 -2.99 0.18 -0.3646
O -0.943 0.510 -4.390 0.77 0.20 -0.53 -0.3065
H 0.362 3.696 3.265 0.21 0.46 0.74 0.1188
S -1.115 -0.606 -3.504 -4.10 -0.90 1.24 0.5849
O -0.631 -0.366 -2.116 0.96 -0.46 -1.26 -0.3709
F -4.382 0.186 0.971 -0.44 2.03 -0.26 0.0689
F 0.343 5.097 -4.597 0.51 0.28 -0.34 0.0800
F -0.128 -3.220 -3.855 -0.43 0.25 -0.70 0.0948
H -0.450 0.819 3.231 0.46 0.01 -0.55 0.1130
H -1.020 4.859 3.344 -0.09 -0.15 0.24 0.1125
S -3.029 -2.224 -0.674 -1.93 5.24 -2.39 0.5374
F -0.478 -2.131 -5.758 -0.05 -0.23 0.74 0.0748
H -2.106 0.883 2.747 -0.09 0.08 -0.81 0.1164
H 1.040 -3.329 4.218 -0.54 -0.09 0.38 0.0967
O -2.496 -1.147 -3.445 3.22 0.23 -1.17 -0.3391
O 1.874 1.819 0.349 0.52 0.43 1.23 -0.3943
H -1.757 3.885 1.277 -0.28 -0.18 -0.28 0.1219
O -3.756 0.686 -2.098 0.40 2.47 3.23 -0.3124
O 0.422 2.391 -1.882 -1.30 -0.05 -0.31 -0.3816
H 1.562 -1.711 3.646 0.43 -0.17 0.15 0.1153
O 1.999 -0.337 -1.130 0.65 -1.62 -0.45 -0.3589
C -0.709 3.837 3.126 1.36 -0.38 -0.13 -0.1850
O 1.660 4.471 -1.964 -2.17 0.56 -0.71 -0.3451
H -0.009 3.969 1.118 0.07 -0.35 -0.24 0.1329
F -4.786 -2.557 1.433 0.71 -1.66 -0.14 0.0721
O 4.120 2.311 -0.545 -1.93 -0.18 4.14 -0.3218
H 2.136 -4.373 0.551 -0.25 0.89 -0.12 0.0826
V 0.155 0.843 -0.441 0.22 -3.26 -0.15 1.0686
F 4.106 -3.056 -3.032 -0.57 -0.43 0.57 0.0943
C 1.617 -4.326 1.508 0.66 -0.20 0.88 -0.1450
F 2.966 0.819 2.874 -0.40 -0.61 0.16 0.1023
O 4.402 -0.345 -1.445 1.67 -1.47 1.80 -0.3238
H 2.987 -2.765 2.047 0.14 0.04 -0.03 0.1012
H 3.072 -4.088 3.187 -0.10 -0.12 0.19 0.0910
F -5.740 1.733 0.182 0.98 0.21 0.85 0.0636
C 1.332 -2.735 3.352 -0.82 -0.13 -1.24 -0.2063
C -1.410 2.680 3.756 -0.39 -0.88 1.31 -0.1787
O -1.933 1.605 -0.692 -0.56 0.42 0.82 -0.3779
```
Positions in Å, forces in eV/Å.

The spin multiplicity is 2. Its expectation value of S² is 0.787. As for the relative energy (zero: lowest compared OMol25 entry of this formula, charge and spin): 0.0 kJ/mol. The LUMO energy (spin up / spin down) comes out at 0.2806 / 0.2806 Ha. The calculation puts the total energy at -197383.2841 eV. As for the charge: -4.

2.
# C14H16F5O17S2

A cluster of 5 separate species, C14H16F5O17S2 in total (ωB97M-V with the def2-TZVPD basis set, OMol25).

Structure (XYZ):
```
54
Properties=species:S:1:pos:R:3:forces:R:3:lowdin_charge:R:1
S 3.109 -0.379 -2.198 -0.13 -2.60 -1.00 0.6778
F 2.998 1.958 -0.388 -0.36 0.09 -0.35 0.1803
O 4.749 -4.279 1.768 -0.27 -0.22 0.06 0.0571
O 0.509 1.043 -1.986 1.22 0.20 -1.10 -0.3556
H -6.715 -1.639 -2.379 0.06 0.00 0.20 0.1293
F 3.446 1.814 -3.698 -0.64 -0.19 0.25 0.1281
H -5.962 -0.126 -2.921 0.05 -0.01 -0.01 0.1311
H -1.611 1.573 2.754 0.04 -0.03 0.03 0.1286
O -2.710 4.687 1.435 0.02 -0.02 0.16 0.1322
H -0.891 2.058 -0.721 -0.02 0.02 -0.02 0.1070
F 5.191 1.032 -2.749 -0.14 -0.38 0.14 0.1006
O 1.629 -0.139 3.923 0.03 -0.03 0.11 0.1585
F 5.014 2.507 -0.855 -0.18 -0.10 -0.05 0.1450
C -1.899 2.396 -0.948 0.18 -0.21 -0.09 -0.1002
C -2.607 3.735 0.723 -0.09 -0.04 -0.19 -0.5978
O -3.040 2.488 1.046 0.03 0.49 -0.35 0.0312
O 0.335 -1.367 -2.198 1.13 -0.30 -1.10 -0.3043
F 3.427 3.527 -1.869 -0.46 -0.22 0.16 0.1693
O 0.439 1.357 2.731 0.01 0.01 0.43 0.0744
C -2.948 1.679 -0.142 -0.03 -0.28 0.12 -0.1085
O -2.049 3.758 -0.504 -0.26 0.06 0.29 0.0690
H -2.666 0.660 0.099 -0.04 0.35 0.27 0.1068
O 0.106 1.179 4.938 0.04 -0.01 -0.18 0.0518
H 4.059 -2.993 0.305 -0.01 -0.01 0.02 0.1132
O 1.089 -0.376 -0.170 1.18 -0.16 0.51 -0.3401
C 2.538 -3.660 1.702 -0.35 0.28 0.01 -0.1028
C -3.695 -1.185 -1.668 0.25 -0.14 -0.05 -0.5424
O -2.797 -0.994 -0.920 -0.10 -0.43 -0.13 0.1674
O 3.129 -1.096 -3.444 -0.08 0.89 -0.75 -0.3144
O -5.012 -1.046 -1.343 0.12 -0.06 -0.16 0.0550
H -0.020 3.228 4.777 0.03 -0.03 -0.03 0.1312
H 2.246 -3.430 2.728 0.05 -0.04 0.00 0.1320
C 0.807 0.715 3.863 0.08 -0.09 -0.22 -0.5636
C 3.783 2.336 -1.381 1.00 0.23 0.10 -0.5526
H 4.192 -2.272 1.917 0.13 -0.11 0.06 0.1372
C 3.980 -5.392 1.741 0.02 0.01 -0.03 -0.5822
H -1.574 2.405 5.011 0.06 -0.17 0.09 0.1313
S 1.030 -0.260 -1.603 -3.70 0.64 2.05 0.3230
H -4.943 -1.634 -4.503 0.20 0.05 0.02 0.1317
C -0.722 2.139 3.029 -0.14 0.11 -0.16 -0.1128
O 4.399 -6.502 1.856 0.01 -0.07 0.02 0.1368
C -4.844 -1.915 -3.457 -0.07 -0.15 -0.28 -0.1251
H -3.924 1.670 -0.637 -0.03 0.06 0.09 0.1306
O -3.553 -1.570 -2.961 -0.23 0.10 0.18 0.0793
O 3.848 -1.048 -1.169 0.43 1.00 0.96 -0.3063
H -2.061 2.316 -2.020 0.07 0.21 0.00 0.1367
C -5.766 -1.135 -2.551 -0.32 0.06 -0.07 -0.1293
H -4.980 -2.995 -3.365 -0.01 0.02 0.05 0.1329
C 3.877 1.282 -2.551 0.83 0.71 0.09 -0.4685
H -0.714 3.076 2.478 0.18 -0.08 -0.08 0.1280
O 2.674 -5.084 1.565 0.28 0.00 0.06 0.0573
H 1.783 -3.270 1.024 0.00 -0.16 -0.06 0.1347
C 3.923 -3.172 1.371 0.07 0.45 -0.20 -0.1096
C -0.606 2.343 4.519 -0.14 0.26 0.16 -0.1204
```
Positions in Å, forces in eV/Å.

The LUMO energy comes out at 0.0733 Ha. The calculation puts the total energy at -84844.4708 eV. As for the charge: -1.

3.
# C14H16FeNO5

A structure of composition C14H16FeNO5 (ωB97M-V with the def2-TZVPD basis set, OMol25).

Structure (XYZ):
```
37
Properties=species:S:1:pos:R:3:forces:R:3:lowdin_charge:R:1
H -5.868 -2.743 0.525 0.02 -0.02 -0.06 0.0803
H -0.626 0.771 1.418 0.28 0.35 -0.22 0.1371
H -0.347 3.188 1.634 0.34 -0.27 0.24 0.1380
H -6.653 -3.277 -0.969 -0.05 0.02 0.04 0.0830
H 2.591 4.174 -0.958 -0.29 -0.32 0.10 0.1522
C 0.274 1.249 1.010 -1.03 -0.13 0.28 -0.0428
C 3.183 1.992 2.600 1.09 -0.57 7.70 -0.0656
H 1.858 4.236 1.386 -0.56 -0.31 -0.50 0.1404
N -0.858 -1.097 -1.058 -0.03 0.36 -0.40 0.0313
C 2.249 0.825 -0.456 -1.24 -2.03 -0.58 -0.1821
H -0.241 -3.058 -0.527 -0.08 0.04 0.43 0.1255
C 2.232 2.055 -1.199 -0.15 0.42 -1.90 -0.0707
H 1.187 -0.673 0.631 0.01 0.37 0.15 0.1312
C 1.201 0.397 0.405 1.70 -0.10 -0.04 -0.0940
C 0.449 2.601 1.169 0.01 -0.01 0.28 -0.0162
O -2.147 -3.648 -2.057 0.00 0.50 0.66 0.1038
H 2.468 2.016 -2.268 0.21 0.14 0.50 0.1429
C 1.651 3.306 0.830 -1.58 2.42 -0.59 -0.2103
Fe 3.259 2.090 0.827 -1.27 -2.00 -1.74 0.2617
C 2.194 3.251 -0.514 -0.65 0.45 -0.12 -0.1152
H -0.768 -1.303 -2.053 0.02 0.20 0.20 0.0955
C -4.539 -3.399 -1.052 -0.26 -0.05 0.05 -0.2136
H -5.856 -1.706 -0.919 0.02 -0.05 0.08 0.0816
H 0.007 -0.683 -0.745 -0.20 -0.06 -0.49 -0.0060
O -3.411 -2.743 -0.416 0.25 -0.35 -0.49 0.0069
O 5.360 0.033 1.056 -2.71 2.62 -0.87 0.2255
O 5.295 4.091 1.241 -2.88 -2.26 -1.14 0.2289
H -4.443 -3.304 -2.138 0.05 -0.11 0.26 0.1248
C 4.434 3.365 0.951 6.11 5.82 1.72 -0.0885
H -1.295 -2.198 0.694 0.20 0.03 -0.10 0.1212
O 3.403 1.935 3.740 -1.02 0.26 -3.78 0.2231
C -5.798 -2.737 -0.564 -0.14 0.10 0.02 -0.0706
C 4.522 0.802 0.822 4.70 -5.13 0.99 -0.0462
C -2.255 -2.995 -1.039 -0.14 -0.53 -0.31 -0.5044
H 2.862 0.000 -0.871 -0.62 0.55 0.02 0.1395
C -1.067 -2.351 -0.364 -0.17 -0.62 -0.22 -0.1833
H -4.504 -4.461 -0.774 0.03 0.26 -0.17 0.1351
```
Positions in Å, forces in eV/Å.

The spin multiplicity is 5. Its expectation value of S² is 6.097. As for the relative energy (zero: lowest compared OMol25 entry of this formula, charge and spin): 82.0 kJ/mol. The LUMO energy (spin up / spin down) comes out at -0.1564 / -0.2458 Ha. The calculation puts the total energy at -60879.6440 eV. As for the charge: +1.

4.
# C14H16N2O2S

An isolated molecule of C14H16N2O2S (ωB97M-V with the def2-TZVPD basis set, OMol25).

Structure (XYZ):
```
35
Properties=species:S:1:pos:R:3:forces:R:3:lowdin_charge:R:1
H -0.026 1.116 -2.727 0.13 -0.02 -0.08 0.1313
H 1.384 -2.297 -2.039 -0.02 -0.14 0.05 0.1213
C -0.475 -2.927 1.577 0.04 0.09 -0.11 0.0052
C -2.087 -0.260 -0.446 -0.07 -0.22 -0.22 -0.0320
H 0.163 3.957 -0.421 0.06 0.06 0.04 0.0783
S 0.926 1.706 2.845 0.03 0.44 0.34 0.6308
C 0.654 -2.561 -1.271 -0.40 0.14 -0.15 -0.0923
H 2.049 1.460 0.339 -0.10 -0.13 0.08 0.1505
H -1.758 2.879 0.762 0.00 0.09 0.08 0.1091
H 0.730 3.292 -1.965 0.09 0.05 -0.04 0.0787
H -0.816 -3.152 -2.744 -0.07 0.02 0.14 0.1305
H -1.512 -2.761 -1.155 0.00 0.00 -0.09 0.1089
H -0.824 4.118 -1.869 0.02 0.10 -0.04 0.0851
H -0.129 -3.209 2.571 0.01 -0.05 0.05 0.0931
C 0.827 -1.591 -0.139 0.02 -0.23 0.24 -0.1051
C -0.142 3.455 -1.337 -0.07 0.02 -0.04 -0.0418
C 0.284 -1.735 1.094 0.43 -0.11 -0.54 -0.2388
C -0.825 2.159 -1.027 -0.10 -0.08 0.07 -0.2799
H -1.536 -2.691 1.647 -0.11 0.01 0.00 0.0920
C -0.655 1.059 -1.852 -0.17 -0.24 -0.10 0.0187
H 0.830 -3.589 -0.954 0.03 -0.06 -0.03 0.1179
H -2.904 0.758 1.242 -0.05 -0.01 0.07 0.1074
C -0.755 -2.469 -1.893 0.41 -0.46 0.15 -0.1732
C -2.264 0.840 0.375 -0.02 0.01 0.02 -0.0783
C 1.594 -0.383 -0.454 -0.02 -0.17 0.43 -0.4201
O -1.020 -1.195 -2.430 -0.11 0.36 -0.06 -0.0324
C 0.971 0.482 1.755 0.03 0.04 0.13 -0.8758
N 1.586 0.583 0.549 -0.04 -0.05 0.10 0.1477
H -2.599 -1.184 -0.220 -0.03 -0.10 0.01 0.1080
H -0.350 -3.772 0.910 -0.01 -0.04 -0.01 0.0808
C -1.258 -0.161 -1.558 -0.10 0.37 0.00 -0.2738
C -1.631 2.037 0.100 0.01 0.09 -0.01 -0.0714
O 2.217 -0.189 -1.472 0.08 0.08 -0.27 0.0931
H -0.049 -0.817 2.919 0.11 0.15 -0.14 0.1388
N 0.397 -0.723 2.016 -0.01 -0.03 -0.07 0.0875
```
Positions in Å, forces in eV/Å.

As for the SMILES: Cc1cccc(OCCc2c(C)[nH]c(=S)[nH]c2=O)c1. As for the relative energy (zero: lowest compared OMol25 entry of this formula, charge and spin): 0.0 kJ/mol. The LUMO energy comes out at 0.0150 Ha. The calculation puts the total energy at -32689.2567 eV. As for the charge: 0.

- The highest charge belongs to which entry?
  C14H16FeNO5